No. 1
{"formula": "C56H49N4S", "method": "wB97M-V/def2-TZVPD", "symbols": ["H", "H", "H", "H", "C", "C", "H", "H", "C", "C", "C", "H", "H", "H", "C", "H", "H", "H", "C", "H", "H", "H", "C", "C", "H", "C", "C", "H", "C", "H", "H", "H", "C", "C", "N", "C", "H", "C", "C", "H", "C", "C", "C", "C", "C", "H", "C", "C", "H", "C", "H", "S", "H", "H", "C", "C", "H", "H", "H", "H", "C", "C", "C", "H", "C", "C", "H", "C", "H", "N", "N", "C", "C", "C", "H", "H", "H", "C", "H", "H", "H", "H", "H", "C", "C", "C", "C", "H", "C", "C", "C", "C", "C", "C", "H", "C", "C", "C", "C", "C", "C", "C", "H", "C", "N", "H", "H", "H", "C", "H"], "positions_angstrom": [[-7.767, -1.756, -0.694], [-4.353, 1.006, 0.249], [-5.891, 3.092, -1.841], [0.332, 1.961, 1.417], [6.023, -2.017, -5.088], [1.710, -0.366, -0.648], [3.999, -0.976, 7.592], [6.048, -3.920, -2.243], [-5.367, 2.454, -5.642], [5.305, -1.909, -2.384], [-2.734, -3.435, 2.371], [0.625, -2.637, 4.662], [-1.542, -1.093, 1.301], [0.077, 1.154, -1.952], [-5.523, -2.513, -3.164], [-7.162, 4.451, -3.522], [-4.466, 1.841, 5.504], [-1.097, -3.677, 5.412], [2.367, 1.931, -0.225], [5.002, -1.857, -1.335], [6.270, -2.063, -6.151], [-2.119, -3.905, 1.591], [-2.012, 0.015, 3.104], [-4.285, 0.479, 3.837], [-4.044, 0.854, -4.995], [6.782, 1.561, -2.053], [-1.062, -0.813, 2.244], [2.149, 2.910, 0.219], [-6.260, 3.447, -5.223], [-1.977, 1.256, -3.326], [-0.439, 1.011, 4.195], [-1.984, 2.146, 5.765], [-6.220, -0.439, -1.411], [3.790, -0.622, 6.585], [-4.458, 0.953, -2.382], [-1.865, -2.898, 3.507], [-3.420, -4.190, 2.774], [3.521, 1.735, -0.970], [-0.981, 1.175, -0.048], [6.592, -4.068, -4.687], [2.416, -0.599, 4.625], [5.524, -0.829, -4.553], [-0.666, -2.083, 3.005], [-5.153, -0.288, -2.299], [5.430, 2.512, -3.833], [2.878, -1.446, -2.078], [6.204, -3.138, -4.267], [4.664, 0.287, 5.975], [8.701, 2.469, -1.715], [-6.583, -2.678, -2.263], [-2.310, -4.687, 4.642], [2.623, 0.895, 2.508], [-3.359, -2.662, 1.913], [5.042, 1.493, 4.190], [2.654, -1.089, 5.903], [3.706, 0.538, -1.688], [6.292, 4.195, -4.874], [-2.478, -2.206, 4.109], [5.415, 0.069, -5.162], [-7.138, -3.619, -2.243], [5.878, -3.072, -2.907], [6.435, 3.451, -4.087], [2.781, -0.513, -1.521], [5.566, 0.613, 6.493], [3.240, 0.354, 4.042], [5.132, -0.786, -3.204], [1.969, -1.812, 6.345], [-6.935, -1.640, -1.391], [-5.360, 0.298, 3.741], [1.315, -0.897, 3.781], [4.704, 0.456, -2.662], [-4.807, -1.316, -3.179], [4.390, 0.787, 4.696], [-3.779, 1.333, 4.829], [-6.473, 0.394, -0.752], [-0.656, -4.659, 3.981], [-6.808, 4.036, -5.963], [-2.403, 1.519, 4.970], [8.412, 4.147, -3.551], [-0.394, -1.217, 4.982], [0.995, -1.190, -0.518], [4.274, 2.525, -1.013], [-3.789, -0.772, 2.142], [-3.383, 1.162, -0.225], [-1.521, 0.869, 4.095], [1.266, -0.143, 2.659], [-6.460, 3.684, -3.856], [-5.191, 2.275, -6.704], [-3.405, -0.153, 2.959], [0.238, 1.019, 0.845], [7.619, 3.428, -3.341], [-2.240, 1.411, 0.520], [0.194, -1.739, 4.203], [-1.445, -4.045, 4.439], [-2.331, 1.772, 1.545], [-0.891, 1.195, -1.451], [-2.041, 1.237, -2.238], [1.499, 0.849, 0.013], [7.789, 2.491, -2.316], [-4.710, 1.664, -4.697], [-4.924, 1.891, -3.337], [-3.295, 1.145, -1.620], [-5.249, -3.311, -3.858], [-5.765, 2.931, -2.913], [0.187, -0.078, 1.827], [6.882, 0.819, -1.257], [4.500, 2.506, -4.405], [-3.977, -1.150, -3.868], [5.620, 1.546, -2.836], [-0.078, -2.726, 2.324]], "gap_ev": 7.483, "molar_mass_g_mol": 810.10, "homo_energy_ev": -9.652, "e_lumo_ha": -0.080, "charge": 1, "spin_multiplicity": 1}


No. 2
{"formula": "C3H5O3Sm", "method": "wB97M-V/def2-TZVPD", "symbols": ["C", "H", "O", "Sm", "O", "O", "H", "H", "C", "H", "C", "H"], "positions_angstrom": [[-0.353, -1.572, -0.447], [0.145, 3.511, 0.251], [1.859, 1.010, -0.111], [1.984, 3.533, -0.540], [-0.221, 0.509, 0.590], [0.883, -0.870, -0.705], [-0.875, -1.696, -1.400], [-2.081, -0.344, 0.198], [-1.086, -0.647, 0.536], [-0.103, -2.547, -0.018], [0.991, 0.164, 0.094], [-1.144, -1.051, 1.551]], "gap_ev": [7.571, 7.828], "s_squared": 12.01, "e_above_lowest_ev": 1.8927, "molar_mass_g_mol": 239.43, "homo_energy_ev": [-11.845, -11.967], "e_lumo_ha": [-0.157, -0.152], "charge": 1, "spin_multiplicity": 7}


No. 3
{"formula": "CH2O4S", "method": "wB97M-V/def2-TZVPD", "symbols": ["O", "O", "H", "O", "O", "H", "S", "C"], "positions_angstrom": [[-1.028, 0.346, -0.619], [-2.727, 0.444, 1.321], [0.780, 0.961, 0.011], [-3.648, 0.444, -0.947], [-2.393, -1.468, -0.102], [-0.742, 1.471, 1.042], [-2.811, -0.131, 0.022], [-0.225, 0.882, 0.200]], "gap_ev": [9.371, 6.219], "s_squared": 2.01, "e_above_lowest_ev": 0.0000, "molar_mass_g_mol": 110.09, "homo_energy_ev": [-8.739, -11.536], "e_lumo_ha": [0.023, -0.195], "spin_multiplicity": 3}


No. 4
{"formula": "C4H3O2", "method": "wB97M-V/def2-TZVPD", "symbols": ["O", "H", "H", "O", "C", "H", "C", "C", "C"], "positions_angstrom": [[0.333, -1.811, -1.156], [-0.204, 0.045, 1.498], [0.936, 3.019, -0.955], [0.040, -2.472, 0.950], [0.112, 1.073, -0.178], [-1.457, -0.147, 0.048], [0.097, -1.684, 0.020], [-0.322, -0.169, 0.382], [0.466, 2.147, -0.610]], "gap_ev": 8.176, "e_above_lowest_ev": 0.0000, "molar_mass_g_mol": 83.07, "homo_energy_ev": -4.071, "e_lumo_ha": 0.151, "charge": -1, "spin_multiplicity": 1, "smiles": "C#CCC(=O)[O-]"}


No. 5
{"formula": "C15H23F4N4SSbSe4Ta", "method": "wB97M-V/def2-TZVPD", "symbols": ["C", "N", "H", "H", "C", "N", "C", "H", "C", "H", "Ta", "H", "H", "H", "C", "H", "C", "H", "H", "H", "Se", "Se", "H", "S", "C", "C", "Sb", "F", "F", "H", "C", "C", "H", "H", "C", "H", "C", "N", "C", "H", "H", "H", "C", "H", "H", "F", "N", "Se", "C", "H", "Se", "F", "H"], "positions_angstrom": [[3.860, 0.731, 0.897], [1.461, 0.584, 0.550], [-2.554, -0.413, 3.093], [6.417, -0.640, -0.847], [2.782, 0.250, 0.164], [-0.884, 1.377, 2.032], [-1.342, -0.463, -2.959], [-2.494, 1.442, 0.670], [-0.633, -2.601, -3.913], [-3.139, -0.728, 1.449], [-0.374, 0.168, 0.413], [-0.903, 3.649, 3.688], [-0.706, 0.577, 3.966], [-4.058, 0.300, 2.556], [1.149, 2.041, 0.418], [0.115, -3.343, -3.656], [-0.455, 1.516, 3.475], [0.136, -1.579, -2.206], [-2.826, 2.194, 2.188], [-1.614, -3.078, -3.904], [-0.684, -5.690, 3.078], [1.559, -5.723, 2.047], [1.917, 2.643, 0.893], [-1.211, 0.886, -1.819], [-0.229, 2.451, 1.167], [4.331, -0.880, -1.291], [-0.392, -5.099, 0.742], [4.524, -1.656, -2.347], [6.154, 0.892, 1.251], [-2.167, 2.569, 4.312], [-2.365, 1.304, 1.757], [-1.093, 2.694, 4.180], [-0.657, 2.760, 5.177], [-4.157, 0.488, -3.828], [-3.163, 0.782, -4.159], [-0.407, -2.219, -4.911], [5.158, 0.415, 0.530], [-2.213, -0.317, -3.936], [5.402, -0.394, -0.564], [-2.263, -1.070, -4.610], [-0.005, 3.310, 1.792], [1.036, 2.310, -0.632], [3.036, -0.562, -0.931], [-0.947, 2.772, 0.412], [0.633, 1.584, 3.445], [3.617, 1.500, 1.962], [-0.569, -1.529, -2.922], [-1.319, -5.741, -1.288], [-3.056, 0.025, 2.230], [-3.183, 0.999, -5.224], [-0.379, -2.144, 0.704], [1.999, -1.018, -1.663], [-2.843, 1.674, -3.631]], "gap_ev": 5.756, "e_above_lowest_ev": 0.9475, "molar_mass_g_mol": 985.98, "homo_energy_ev": -16.764, "e_lumo_ha": -0.405, "charge": 3, "spin_multiplicity": 1}